ORCA calculation (ωB97M-V/def2-TZVPD) on C10H8N2 in the gas phase at a distorted geometry.

As for the HOMO energy: -9.6231 eV. The calculated total energy is -13475.80688 eV. For the max |F|, the calculation gives 0.0817 Eh/bohr. The value obtained for the LUMO energy is -0.0041 Eh. The calculation puts the HOMO-LUMO gap at 0.3495 Ha. The energy relative to the best compared isomer or geometry (same formula, charge and spin) comes out at 89.4 kcal per mole. As for the SMILES: C=C[C@@]1(C#N)C=CC=C[C@H]1C#N.

Cartesian coordinates (Å):
C (-0.23367, 2.63010, 0.79775)
C (0.40855, 1.95603, -0.17432)
C (0.69176, 0.30205, -0.09220)
C (2.15243, 0.29422, -0.54322)
N (3.26205, 0.52317, -0.49540)
C (0.54717, -0.36480, 1.19299)
C (0.04316, -1.58843, 1.24113)
C (-0.43237, -2.39296, 0.09745)
C (-0.48563, -1.80401, -1.08006)
C (-0.38279, -0.25741, -1.16012)
C (-1.71139, 0.09203, -0.76472)
N (-2.73995, 0.32733, -0.34693)
H (-0.51124, 3.60303, 0.64122)
H (-0.58940, 2.15105, 1.69299)
H (0.82027, 2.10454, -1.16327)
H (0.78269, 0.20453, 2.04189)
H (0.09739, -2.09155, 2.16295)
H (-0.67487, -3.48892, 0.13079)
H (-0.99702, -2.14652, -1.94121)
H (-0.04714, -0.05348, -2.23771)



ORCA calculation (ωB97M-V/def2-TZVPD) on a molecular structure, C10H8N2O5SeV at a distorted geometry.

As for the HOMO energy (alpha / beta): -15.5462 / -16.7586 eV. The calculated total energy is -114732.39558 eV. As for the charge: +2. As for the multiplicity: 4. For the max |F|, the calculation gives 0.1487 Eh/bohr. The value obtained for the LUMO energy (alpha / beta) is -0.3298 / -0.3742 Eh. The calculation puts the HOMO-LUMO gap (alpha / beta) at 0.2415 / 0.2417 Ha. Its expectation value of S² is 3.8006.

Cartesian coordinates (Å):
O (-2.04331, -4.28024, -4.01981)
C (-1.71846, -3.46651, -3.31311)
V (0.33771, -1.37527, -0.64596)
O (-2.57037, -0.27280, -0.61805)
C (-1.54283, -0.76331, -0.68339)
C (1.41713, -2.77269, -1.60100)
O (2.33637, -3.42779, -1.90283)
C (0.39798, -0.52852, -2.44638)
O (0.50178, 0.12567, -3.39846)
C (-0.46763, -3.03358, 0.13460)
O (-0.79279, -3.86161, 0.88590)
C (-0.78068, -0.01677, 2.84250)
N (-0.29145, 1.00661, 1.92209)
C (-0.70468, 2.36205, 1.94057)
C (-0.05566, 2.99017, 0.91092)
N (0.75646, 2.01166, 0.28501)
C (1.59897, 2.27234, -0.88157)
C (0.61973, 0.81071, 0.92436)
Se (1.81091, -0.66289, 0.77821)
H (-0.34966, -0.98022, 2.56091)
H (-1.87700, -0.10869, 2.81090)
H (-0.51135, 0.17286, 3.89400)
H (-1.43718, 2.76809, 2.65171)
H (-0.12468, 4.03697, 0.57455)
H (1.00998, 2.61328, -1.75379)
H (2.37443, 3.03930, -0.69536)
H (2.10628, 1.34118, -1.15652)



ORCA calculation (ωB97M-V/def2-TZVPD) on a molecular structure, C10H9AuF3I2O6STi at a distorted geometry.

As for the HOMO energy (alpha / beta): -23.2209 / -23.1948 eV. The calculated total energy is -84744.83335 eV. As for the charge: +4. As for the multiplicity: 4. For the max |F|, the calculation gives 0.1456 Eh/bohr. The value obtained for the LUMO energy (alpha / beta) is -0.6543 / -0.6748 Eh. The calculation puts the HOMO-LUMO gap (alpha / beta) at 0.1990 / 0.1776 Ha. The energy relative to the best compared isomer or geometry (same formula, charge and spin) comes out at 0.0 kcal per mole. Its expectation value of S² is 3.8007.

Cartesian coordinates (Å):
I (3.42580, -1.53457, 0.24882)
I (3.79350, 1.37435, 0.08656)
Au (-0.37565, 1.64574, 0.53602)
Ti (0.83752, -1.69562, 0.76212)
S (0.80055, 0.00883, -0.72941)
C (-0.90753, -2.45119, -0.17343)
C (-0.55381, -2.58515, 2.53651)
C (-0.19975, -0.05186, -2.51050)
C (0.29632, 1.21462, -3.18600)
C (-1.68778, -0.06877, -2.29237)
C (0.29260, -1.32307, -3.17006)
C (-0.74050, 2.57219, 2.21576)
C (-1.48234, 3.10838, -0.19104)
O (-1.14172, -3.34815, 3.19231)
O (-1.64480, -3.20256, -0.66575)
O (-1.09091, 3.30142, 3.01899)
O (-1.96724, 3.66556, -1.05506)
H (-0.05203, 1.27532, -4.22896)
H (1.39225, 1.22583, -3.18276)
H (-0.06526, 2.10553, -2.66129)
H (-2.17202, -0.07167, -3.28525)
H (-2.02727, 0.81698, -1.74934)
H (-2.00198, -0.96446, -1.75066)
H (-0.06506, -1.37495, -4.20985)
H (-0.08049, -2.20834, -2.64238)
H (1.38750, -1.34550, -3.17394)
F (0.71781, 0.06846, 5.74612)
C (0.60544, 0.33764, 4.44592)
F (-0.73745, 0.48156, 4.18370)
F (1.12972, 1.59621, 4.20245)
C (1.32546, -0.68415, 3.48990)
O (2.32336, -1.30705, 3.80042)
O (0.66576, -0.58157, 2.39247)



What is the formula in the first record?
C10H8N2